[1]
Molecular formula: C52H99F12N14O14S2
Method: DFT, ωB97M-V/def2-TZVPD

Net charge   +5
Orbital gap   3.683 eV
E_HOMO   -15.3428 eV
Lowest unoccupied orbital energy   -11.6600 eV

Last column: Mulliken charge in e.
Geometry (Å):
C -20.05021 10.97448 -13.25629  -0.037
O -19.88842 9.78342 -13.98852  -0.421
O -21.33734 11.12237 -13.04743  -1.110
C -19.26898 10.99762 -11.93442  0.353
F -19.29720 9.82088 -11.26908  -0.344
F -17.95089 11.24125 -12.15681  0.067
F -19.74791 11.98188 -11.11934  0.163
C -18.58397 9.39647 -14.36408  0.250
C -18.62793 8.14709 -15.20856  -1.394
H -17.62718 7.90437 -15.57561  0.389
H -18.79983 7.29576 -14.54595  0.332
H -19.32531 8.23370 -16.03265  0.373
H -17.92381 9.28615 -13.48731  -0.045
H -18.05375 10.20729 -14.89210  0.210
H -19.71521 11.78035 -13.93916  0.252
C -17.94610 14.80434 -10.17346  0.324
O -16.76243 14.93875 -10.94047  0.757
O -17.55248 15.04789 -8.86360  -0.165
C -18.97002 15.83205 -10.71165  -0.137
F -18.44189 17.06437 -10.62871  -0.127
F -19.32081 15.55377 -11.96697  -0.045
F -20.13936 15.87166 -10.00234  0.053
C -16.23776 13.75962 -11.54877  0.063
C -14.84864 14.11316 -12.02121  -0.676
H -14.45453 13.27513 -12.59999  0.206
H -14.82993 15.10125 -12.45904  -0.668
H -14.14292 14.00705 -11.17946  0.221
H -16.86025 13.57851 -12.42805  0.386
H -16.18950 12.85436 -10.94066  -0.246
H -18.30532 13.76832 -10.17727  -0.275
C -20.10081 15.91488 -6.63802  0.287
C -20.05915 16.78802 -5.41911  -0.167
O -19.94358 17.94826 -5.49499  -0.368
N -20.04087 16.13735 -4.03776  -0.083
H -20.75595 15.39930 -3.99965  0.427
H -19.17504 15.59428 -3.91740  0.420
C -20.10197 17.12369 -2.88369  -0.765
H -20.91165 15.18937 -6.64855  0.343
H -19.13365 15.38238 -6.53076  0.043
H -19.91352 16.45470 -7.55946  -0.343
H -19.12913 17.60564 -2.84842  0.328
H -20.29878 16.55905 -1.97845  0.397
H -20.83306 17.90279 -3.06838  0.331
C -24.28916 14.94973 -14.83917  -1.071
C -23.26777 13.84427 -14.75382  0.549
O -22.74500 13.35091 -15.65994  -0.320
N -22.93003 13.34942 -13.35772  0.558
H -23.76062 13.15367 -12.80387  0.401
H -22.32312 12.48826 -13.41588  0.205
C -22.01464 14.31164 -12.66532  -1.197
H -24.19343 15.41534 -15.81291  0.364
H -24.10116 15.66227 -14.03665  0.274
H -25.26375 14.46693 -14.73624  0.340
H -21.72241 13.90599 -11.70260  -0.221
H -22.55880 15.22748 -12.41905  0.553
H -21.19193 14.55573 -13.32501  0.603
C -17.83412 11.08745 -7.31137  -1.570
C -16.60151 11.61639 -7.94062  0.848
O -16.06936 11.22200 -8.89116  -0.106
N -16.08096 12.95618 -7.45124  0.496
H -16.66482 13.75003 -7.91871  -0.431
H -16.26467 12.91982 -6.44563  0.504
C -14.64037 13.10763 -7.78657  -0.703
H -18.55482 11.89383 -7.12697  0.121
H -17.65435 10.80366 -6.26453  0.503
H -18.28100 10.26103 -7.84891  0.368
H -14.42783 14.09808 -7.36593  0.372
H -14.40142 13.31606 -8.82411  0.127
H -14.01854 12.36261 -7.30866  0.419
C -15.21653 17.73390 -9.98072  1.159
C -15.47664 18.33052 -8.63449  -0.008
O -14.98628 19.28301 -8.21654  -0.378
N -16.60163 17.73251 -7.76676  0.730
H -17.47581 18.25134 -7.89741  0.346
H -16.87550 16.74896 -8.03721  -0.495
C -16.27951 17.70846 -6.30922  -0.736
H -14.25961 18.12971 -10.32152  0.313
H -16.04881 18.03037 -10.62186  -0.488
H -15.23795 16.64496 -9.91852  -0.451
H -16.16236 18.72951 -5.95869  0.424
H -15.34269 17.17173 -6.19713  0.381
H -17.06250 17.23356 -5.72433  0.127
C -13.47867 10.39251 -10.94690  -0.337
C -13.59097 8.90273 -10.80402  -0.873
N -14.50658 8.41927 -9.74251  0.283
C -15.61295 7.61101 -9.85431  -0.245
C -16.02069 7.38483 -8.59570  -0.787
N -15.14454 7.98811 -7.71862  0.208
C -14.29083 8.65256 -8.48676  -0.285
C -15.30317 7.94173 -6.28695  -0.790
H -13.48461 10.95003 -10.00008  0.097
H -14.30906 10.82155 -11.49150  0.079
H -12.57977 10.70673 -11.47337  0.455
H -12.64148 8.41750 -10.58424  0.336
H -13.98647 8.46457 -11.71905  0.332
H -16.01381 7.26304 -10.79014  0.529
H -16.90328 6.89480 -8.22040  0.492
H -13.43294 9.18849 -8.11505  0.456
H -15.57004 6.95551 -5.91681  0.368
H -16.15358 8.55441 -5.96224  0.243
H -14.45786 8.35760 -5.74605  0.364
C -22.15318 19.89572 -11.78807  -1.349
C -21.60370 18.74924 -10.93731  0.431
N -22.05065 18.69905 -9.55406  0.399
C -21.84467 19.66205 -8.59895  -0.379
C -22.63203 19.29926 -7.56715  -0.635
N -23.24324 18.13642 -7.88030  0.166
C -22.87895 17.76725 -9.10096  -0.268
C -24.24642 17.39356 -7.07970  -0.827
H -21.51517 19.98537 -12.66371  0.364
H -22.21804 20.85268 -11.26729  0.373
H -23.17759 19.76652 -12.14686  0.367
H -20.52905 18.91402 -11.05138  -0.079
H -21.78212 17.79776 -11.43628  -0.188
H -21.09586 20.42493 -8.71630  0.607
H -22.71163 19.72455 -6.58061  0.523
H -23.18129 16.87673 -9.61861  0.544
H -24.99499 17.02987 -7.77032  0.373
H -24.63038 18.07928 -6.32995  0.368
H -23.69355 16.63081 -6.53261  0.258
C -8.45664 18.10188 -10.91335  -1.250
C -9.56191 17.99735 -11.96658  -0.361
N -9.68328 16.67085 -12.58329  0.310
C -9.12117 16.29304 -13.76912  -0.573
C -9.55398 15.05416 -14.02490  -0.383
N -10.44429 14.71752 -13.04906  0.311
C -10.39645 15.67277 -12.12542  -0.120
C -11.12257 13.44449 -12.92752  -0.776
H -8.72552 17.45307 -10.07294  0.313
H -8.24721 19.10352 -10.55716  0.402
H -7.53272 17.66800 -11.30303  0.348
H -9.28065 18.67754 -12.76292  0.447
H -10.53135 18.23201 -11.54073  0.082
H -8.50302 16.97735 -14.32143  0.509
H -9.25659 14.39969 -14.82542  0.504
H -10.84299 15.64639 -11.14905  0.426
H -12.02690 13.37647 -13.53980  -0.027
H -11.39775 13.18426 -11.90689  0.349
H -10.46389 12.66678 -13.31436  0.437
C -21.34409 12.88592 -8.98085  0.753
C -22.59685 12.76914 -8.11090  -1.060
N -23.29757 11.46714 -8.26203  0.238
C -23.39705 10.53893 -7.25357  -0.413
C -24.32346 9.65212 -7.66170  -0.404
N -24.62456 9.93090 -8.96508  0.126
C -24.02958 11.06549 -9.28479  -0.140
C -25.62977 9.11811 -9.70878  -0.763
H -21.32446 13.89661 -9.38555  -0.515
H -21.29523 12.18268 -9.81556  0.462
H -20.40582 12.70964 -8.45458  -0.438
H -23.33615 13.55010 -8.28108  0.439
H -22.37376 12.80851 -7.04523  0.229
H -22.97046 10.72550 -6.28580  0.364
H -24.73427 8.82539 -7.10729  0.457
H -24.09923 11.56128 -10.23534  0.459
H -25.61788 8.10720 -9.32899  0.322
H -25.26198 9.14767 -10.73611  0.358
H -26.57662 9.64935 -9.69493  0.336
C -18.45342 19.29639 -13.39560  -0.883
C -18.88572 18.09836 -14.20658  -0.213
N -17.80003 17.25503 -14.68977  0.336
C -17.07660 16.37482 -13.90482  -0.858
C -16.17271 15.83906 -14.75799  -0.524
N -16.31944 16.40031 -15.98105  0.239
C -17.26583 17.30706 -15.89851  -0.069
C -15.54512 15.95795 -17.16439  -0.592
H -19.27854 20.00334 -13.26178  0.388
H -17.73595 19.93416 -13.91599  0.368
H -18.04596 19.04243 -12.41757  0.031
H -19.43661 18.40353 -15.09620  0.435
H -19.55503 17.44809 -13.64257  -0.251
H -17.22042 16.22638 -12.85369  0.274
H -15.35514 15.14998 -14.57781  0.632
H -17.65955 17.79564 -16.77514  0.545
H -15.79817 16.55892 -18.02739  0.370
H -15.80187 14.90136 -17.19456  0.242
H -14.48991 16.02364 -16.90748  0.279
C -14.98202 11.67052 -16.19630  0.598
F -14.86280 10.76906 -17.15350  -0.231
F -16.01100 12.47722 -16.51786  -0.233
F -15.25893 11.04221 -15.04705  -0.171
S -13.40555 12.66689 -16.04962  1.066
O -12.46344 11.69951 -15.53285  -0.697
O -13.11198 13.17756 -17.35941  -0.690
O -13.74039 13.72535 -15.08633  -0.620
C -14.20225 18.42272 -13.53916  0.289
F -14.46598 18.41872 -14.83657  -0.255
F -15.29580 18.91687 -12.88509  -0.221
F -13.92342 17.22206 -12.99675  -0.016
S -12.81534 19.61886 -13.19534  1.326
O -12.73725 19.67308 -11.73865  -0.702
O -11.60538 19.07843 -13.78261  -0.664
O -13.23187 20.81676 -13.86807  -0.732


[2]
Molecular formula: C53H101I2N3O13PS
Method: DFT, ωB97M-V/def2-TZVPD

Net charge   +1
Orbital gap   6.052 eV
E_HOMO   -10.6580 eV
Lowest unoccupied orbital energy   -4.6057 eV

Last column: Mulliken charge in e.
Geometry (Å):
C -3.59965 0.09141 4.08178  -1.335
C -2.21158 -0.47678 4.38415  -0.453
C -1.29627 -0.44472 3.15728  0.405
C -0.92773 0.96709 2.67279  0.000
C 0.35512 1.55931 3.27101  -1.284
C 1.52183 0.59247 3.37376  -0.969
C 2.05033 0.12779 2.00816  0.801
C 3.49257 -0.36436 2.18653  -1.886
C 3.95993 -1.43621 1.18344  0.697
C 5.26267 -1.20792 0.39535  0.632
C 6.55122 -1.61128 1.15267  -1.120
C 7.77944 -1.40947 0.25537  -0.756
O 8.64702 -0.44508 0.84223  -0.327
C 9.97923 -0.85010 0.82099  0.400
O 10.44245 -1.43703 1.77961  -0.553
C 10.81638 -0.51595 -0.37871  -0.247
C 10.81771 1.00958 -0.66383  -0.991
C 5.09655 -2.26499 -0.71285  -0.858
N 3.67521 -2.18679 -1.09526  0.293
I 3.49461 -0.27679 -2.07817  0.300
C 3.14642 -3.14188 -2.12234  -1.371
C 1.64027 -2.99034 -2.34203  0.828
C 1.26149 -2.77005 -3.81468  -0.721
C -0.17154 -2.25056 -3.91380  -0.683
C -1.18122 -2.90751 -2.93390  -1.159
C -1.46854 -2.05434 -1.67554  -0.195
C -2.87714 -1.43840 -1.68816  -1.004
S -2.98582 -0.28112 -3.07664  -0.308
C -1.84318 0.96347 -2.67923  0.596
N -1.03084 1.42188 -3.54464  -0.480
N -0.28834 2.41240 -2.91227  -0.255
C -0.72146 2.46585 -1.72419  -0.184
O -1.69472 1.57567 -1.47578  -0.184
C 2.90735 -1.99956 0.18424  -0.900
P 2.03400 -3.48534 0.94542  0.090
O 2.04188 -2.98065 2.47205  -0.414
I 3.61246 -5.39142 0.83320  -0.240
H -3.89146 -0.16582 3.06814  0.253
H -4.34660 -0.27191 4.77903  0.418
H -3.59115 1.17715 4.16206  0.337
H -2.35875 -1.53381 4.61854  0.222
H -1.75101 -0.02620 5.26276  0.292
H -1.86142 -0.91955 2.35454  0.105
H -0.43488 -1.08784 3.33445  -0.400
H -1.74385 1.62088 2.97400  0.530
H -0.92694 0.97822 1.58433  -0.169
H 0.19077 2.04022 4.23155  0.437
H 0.67488 2.36556 2.60756  0.450
H 1.31313 -0.25854 4.01846  -0.041
H 2.34794 1.12152 3.85515  0.692
H 2.01973 1.00763 1.37003  0.375
H 1.37092 -0.64736 1.66111  -0.101
H 4.13706 0.50646 2.06556  0.538
H 3.62867 -0.71887 3.20161  0.521
H 4.24218 -2.28308 1.81310  0.455
H 5.49286 -0.19633 0.07329  -0.248
H 6.68187 -0.91335 1.97497  0.512
H 6.46951 -2.64063 1.49144  0.470
H 7.45998 -1.03028 -0.72022  0.403
H 8.27977 -2.35647 0.05874  0.428
H 11.83019 -0.80302 -0.14761  0.310
H 10.47323 -1.01366 -1.28123  0.300
H 10.92644 1.17644 -1.72701  0.309
H 9.90260 1.47538 -0.31171  0.224
H 11.63050 1.49098 -0.13341  0.331
H 5.23202 -3.21967 -0.19619  0.182
H 5.81910 -2.29379 -1.51854  0.619
H 3.38541 -4.17466 -1.88709  0.269
H 3.65373 -2.90732 -3.05287  0.573
H 1.16544 -3.89524 -1.98053  0.527
H 1.22228 -2.14972 -1.79425  -0.514
H 1.42629 -3.67992 -4.38342  0.359
H 1.91379 -1.96743 -4.16210  0.348
H -0.20865 -1.17946 -3.73935  0.160
H -0.54506 -2.40550 -4.92281  0.383
H -0.87155 -3.91094 -2.65600  0.572
H -2.10626 -3.01908 -3.49312  0.507
H -0.75213 -1.23539 -1.60465  -0.011
H -1.34498 -2.66698 -0.78219  0.382
H -3.05325 -0.95367 -0.73523  0.454
H -3.59829 -2.22736 -1.86485  0.603
H -0.34856 3.15692 -0.99565  0.636
H 2.10773 -1.31869 -0.07391  0.431
H 1.45242 -3.56063 2.98553  0.422
C 4.84273 4.76067 -1.81277  -1.184
C 4.82512 3.57032 -0.88801  0.721
O 3.81849 3.23741 -0.30237  -0.487
C 6.12207 2.81332 -0.72337  -0.706
H 3.85412 5.21264 -1.83996  0.249
H 5.56044 5.50047 -1.45592  0.350
H 5.11724 4.44797 -2.82161  0.353
H 6.89224 3.47301 -0.32249  0.476
H 6.45084 2.41754 -1.68651  0.345
H 5.97351 1.98724 -0.03074  -0.081
C -0.87664 -4.39306 6.63356  -1.196
C 0.22651 -3.63928 5.94181  0.879
O 0.61842 -3.96437 4.83988  -0.484
C 0.82361 -2.46482 6.67075  -1.116
H -1.21548 -5.21072 6.00064  0.288
H -0.51292 -4.80323 7.57653  0.394
H -1.71659 -3.72482 6.82859  0.327
H 1.25858 -2.79438 7.61504  0.440
H 0.05211 -1.71849 6.86697  0.287
H 1.60419 -2.01526 6.05969  0.152
C -7.84584 -0.01341 0.45578  -0.847
C -6.55457 -0.13382 -0.30417  0.899
O -5.71843 -0.96607 -0.02059  -0.570
C -6.33391 0.83160 -1.44314  -0.666
H -7.87274 -0.76316 1.24385  0.300
H -7.91822 0.97573 0.90794  0.052
H -8.68986 -0.17613 -0.21784  0.359
H -6.34612 1.85671 -1.06928  0.297
H -7.11298 0.70875 -2.19699  0.364
H -5.36555 0.62283 -1.89250  -0.104
C 0.16850 5.93721 -2.90424  -0.511
C -0.23451 7.21842 -2.21338  0.895
O 0.18005 8.29223 -2.58146  -0.571
C -1.18035 7.09844 -1.04220  -1.210
H 0.84489 6.16480 -3.72516  0.045
H 0.67948 5.27608 -2.20262  0.024
H -0.71187 5.43300 -3.30432  0.343
H -0.72977 6.48606 -0.25891  0.277
H -2.11848 6.64385 -1.36492  0.322
H -1.38698 8.08771 -0.64092  0.340
C 2.88999 8.32167 -5.06219  -0.772
C 2.43187 7.77277 -6.38967  0.839
O 2.95843 6.80653 -6.89173  -0.574
C 1.28246 8.48429 -7.06110  -1.063
H 3.71781 7.72078 -4.69042  0.191
H 3.22635 9.35300 -5.17805  0.413
H 2.07287 8.28744 -4.33783  0.091
H 1.55120 9.52241 -7.26119  0.327
H 0.40050 8.45610 -6.41910  0.277
H 1.05219 7.99074 -8.00260  0.309
C -9.40026 3.41227 4.03659  -1.002
C -8.27201 3.45489 3.04180  0.771
O -7.95358 2.47547 2.40259  -0.543
C -7.55365 4.77083 2.87225  -1.157
H -9.82752 2.41393 4.05743  0.124
H -9.02945 3.66008 5.03266  0.405
H -10.17975 4.11892 3.75081  0.353
H -7.10642 5.07599 3.81919  0.336
H -8.25408 5.53748 2.53862  0.343
H -6.76725 4.66199 2.12826  0.277
C -0.72430 -8.88141 1.58663  -1.108
C -0.70776 -8.21704 2.94273  0.692
O -1.42405 -8.59037 3.83975  -0.548
C 0.24603 -7.06061 3.13101  -0.581
H -1.44995 -9.69117 1.58971  0.317
H -1.00416 -8.15772 0.81913  0.294
H 0.26149 -9.28993 1.35832  0.312
H 0.00414 -6.25907 2.42915  0.151
H 1.27364 -7.39190 2.96895  0.348
H 0.15534 -6.67815 4.14374  0.097
C 2.12916 -5.06090 -8.86422  -1.273
C 2.19094 -4.42407 -7.49966  0.892
O 1.43105 -4.74779 -6.61548  -0.522
C 3.24473 -3.36252 -7.28771  -0.739
H 1.33327 -5.80140 -8.88170  0.326
H 1.92473 -4.30274 -9.62151  0.334
H 3.07633 -5.55280 -9.09040  0.340
H 3.08587 -2.53478 -7.97998  0.325
H 4.23773 -3.78467 -7.44934  0.349
H 3.18033 -2.98685 -6.26822  -0.037
C -13.87208 0.60216 4.71435  -1.156
C -12.86965 1.31406 3.83947  0.838
O -12.58043 2.47340 4.02295  -0.520
C -12.24238 0.51273 2.72324  -1.078
H -14.24292 1.28889 5.47158  0.313
H -14.71143 0.25180 4.11200  0.334
H -13.39997 -0.24873 5.20778  0.322
H -13.01419 0.15880 2.03831  0.430
H -11.70273 -0.34206 3.13414  0.312
H -11.54356 1.14082 2.17432  0.220